Run a
Below is the molecule C3H3NO2, with properties calculated with the ωB97M-V functional and the def2-TZVPD basis.

CARTESIAN COORDINATES (ANGSTROEM)
C: -1.43410 -0.19499 0.20740
O: -0.02074 -0.36672 0.14413
C: 0.85195 0.46475 -0.40657
O: 0.68103 1.45039 -1.06575
C: 2.15633 -0.11605 -0.01215
N: 3.09143 -0.66985 0.37919
H: -1.72979 -1.11700 0.70649
H: -1.69598 0.66727 0.82468
H: -1.90012 -0.11778 -0.77741

Properties
- frontier orbital gap (eV) = 12.1
- total charge = 0
- HOMO (eV) = -11.825
- E_LUMO (eV) = 0.24

***

Run b
Below is the molecule C3H3NO2, with properties calculated with the ωB97M-V functional and the def2-TZVPD basis.

CARTESIAN COORDINATES (ANGSTROEM)
N: -1.41663 1.90345 -0.77876
C: -0.66005 1.03450 -0.66867
C: -0.11986 -0.26367 -0.23237
O: 0.94610 -0.89402 -0.87660
C: 0.35142 -0.11231 1.24161
O: -0.20236 0.58044 2.04671
H: -1.08296 -0.79064 -0.38380
H: 0.90159 -0.79847 -1.83368
H: 1.28277 -0.65927 1.48556

Properties
- frontier orbital gap (eV) = 11.0
- total charge = 0
- HOMO (eV) = -10.789
- E_LUMO (eV) = 0.21

***

Run c
Below is a 2-piece molecular cluster, C3H3NO2 overall, with properties calculated with the ωB97M-V functional and the def2-TZVPD basis.

CARTESIAN COORDINATES (ANGSTROEM)
C: -0.34917 0.87346 1.54295
C: -3.46805 0.97775 -1.11944
C: 1.61090 2.46774 0.87358
N: 0.50012 1.62043 1.29039
O: -3.10103 1.01924 -0.03426
O: -3.78715 0.83848 -2.21776
H: 1.38023 2.91419 -0.05837
H: 1.84272 3.10532 1.65203
H: 2.60730 1.84614 0.75830

Properties
- frontier orbital gap (eV) = 11.7
- total charge = 0
- HOMO (eV) = -11.096
- E_LUMO (eV) = 0.59

***

So which one wins? Going from most stable to least: run c, run a, run b.

***

Run a
Below is the molecule C3H3NO2, with properties calculated with the ωB97M-V functional and the def2-TZVPD basis.

CARTESIAN COORDINATES (ANGSTROEM)
C: -1.07145 -0.18942 0.10371
O: -0.47904 0.84546 -0.52103
C: 0.90816 0.98225 -0.58045
O: 1.43113 1.89997 -1.11392
C: 1.58683 -0.21341 0.13845
N: 0.83273 -1.03399 0.62777
H: -0.01893 -1.51703 0.90130
H: -1.59568 0.09242 1.01733
H: -1.59376 -0.86625 -0.57316

Properties
- frontier orbital gap (eV) = 8.8
- total charge = 0
- HOMO (eV) = -8.644
- E_LUMO (eV) = 0.13

***

Run b
Below is a 2-piece molecular cluster, C3H3NO2 overall, with properties calculated with the ωB97M-V functional and the def2-TZVPD basis.

CARTESIAN COORDINATES (ANGSTROEM)
O: 2.31348 0.08057 1.34776
C: 1.57274 -0.24018 0.50784
N: 0.81311 -0.38430 -0.41458
O: 0.76679 -1.33305 -1.44958
H: 0.01409 -1.06287 -2.02712
C: -1.61591 0.67853 1.05941
C: -1.18364 0.70709 -0.05487
H: -1.37002 0.60010 2.06402
H: -1.31065 0.95411 -1.03288

Properties
- frontier orbital gap (eV) = 9.9
- total charge = 0
- HOMO (eV) = -9.628
- E_LUMO (eV) = 0.22

***

So which one wins? Going from most stable to least: run a, run b.

***

Run a
Below is the molecule C3H3NO2, with properties calculated with the ωB97M-V functional and the def2-TZVPD basis.

CARTESIAN COORDINATES (ANGSTROEM)
O: -1.97179 0.10004 0.04142
C: -0.61845 0.16953 -0.10163
C: 0.20397 1.21846 -0.01666
C: 1.52556 0.43772 0.04864
N: 1.25822 -0.82587 0.05084
O: 0.02101 -1.04359 -0.05942
H: -2.13538 -0.93949 0.21064
H: -0.11499 2.30034 0.05029
H: 2.38256 1.01439 -0.05493

Properties
- frontier orbital gap (eV) = 10.0
- total charge = 0
- HOMO (eV) = -9.414
- E_LUMO (eV) = 0.61

***

Run b
Below is the molecule C3H3NO2, with properties calculated with the ωB97M-V functional and the def2-TZVPD basis.

CARTESIAN COORDINATES (ANGSTROEM)
C: 1.63533 -0.29474 -0.33255
C: -0.14967 -0.92027 1.59926
C: -0.62012 -0.32057 0.36808
N: 1.94914 -1.17123 0.50020
O: -0.34036 -1.21793 2.69297
O: 0.41449 0.38792 -0.34106
H: 2.04203 0.04750 -1.32488
H: -1.11319 -0.98761 -0.28938
H: -1.49589 0.27962 0.58952

Properties
- frontier orbital gap (spin up / spin down) (eV) = 8.7 / 8.7
- total charge = 0
- HOMO (spin up / spin down) (eV) = -8.700 / -8.698
- E_LUMO (spin up / spin down) (eV) = 0.01 / 0.01

***

So which one wins? Going from most stable to least: run a, run b.

***

Run a
Below is C3H3NO2 as an isolated structure, with properties calculated with the ωB97M-V functional and the def2-TZVPD basis.

CARTESIAN COORDINATES (ANGSTROEM)
C: 0.67956 0.01129 0.03791
C: -0.14383 1.02145 0.05062
C: -1.40275 -0.56701 -0.02102
H: 2.41095 0.71346 0.01020
H: -0.01610 2.08217 -0.08850
H: -2.11952 -1.35601 0.11790
N: -1.50350 0.71911 -0.02783
O: 2.02009 -0.10380 -0.02246
O: -0.08868 -1.05468 -0.00877

Properties
- frontier orbital gap (eV) = 9.6
- total charge = 0
- HOMO (eV) = -8.997
- E_LUMO (eV) = 0.63

***

Run b
Below is C3H3NO2 as an isolated structure, with properties calculated with the ωB97M-V functional and the def2-TZVPD basis.

CARTESIAN COORDINATES (ANGSTROEM)
O: -0.79770 -0.41250 1.78802
C: -0.94552 0.55451 1.10276
O: -0.19244 0.87081 0.01641
C: 0.74102 -0.06947 -0.39660
C: -0.11862 -1.35338 -1.21527
N: 0.34997 -0.68231 -2.08525
H: -1.69323 1.34353 1.24912
H: 1.56268 0.45643 -0.87069
H: 1.09385 -0.70763 0.41148

Properties
- frontier orbital gap (eV) = 12.0
- total charge = 0
- HOMO (eV) = -11.364
- E_LUMO (eV) = 0.63

***

So which one wins? Going from most stable to least: run a, run b.

***

Run a
Below is a 2-piece molecular cluster, C2H8N2O overall, with properties calculated with the ωB97M-V functional and the def2-TZVPD basis.

CARTESIAN COORDINATES (ANGSTROEM)
C: 0.73754 -0.86088 0.34439
N: 0.85017 0.15950 -0.44525
C: 2.09132 0.87289 -0.36490
O: -0.06130 0.71962 -1.11068
H: 0.07093 -1.60310 0.04519
H: 1.54023 -1.10512 1.04262
H: 1.96873 1.81087 -0.88671
H: 2.31720 1.27484 0.66708
H: 2.83271 0.22204 -0.82827
N: -3.28906 -0.61938 0.51318
H: -2.67414 -0.30535 1.19477
H: -3.79444 0.14624 0.09828
H: -2.58990 -0.71216 -0.26971

Properties
- frontier orbital gap (spin up / spin down) (eV) = 9.6 / 9.6
- total charge = 0
- HOMO (spin up / spin down) (eV) = -9.103 / -9.103
- E_LUMO (spin up / spin down) (eV) = 0.46 / 0.46

***

Run b
Below is a 2-piece molecular cluster, C2H8N2O overall, with properties calculated with the ωB97M-V functional and the def2-TZVPD basis.

CARTESIAN COORDINATES (ANGSTROEM)
H: 2.71822 -0.67688 2.35803
N: 3.16345 -1.18761 1.57544
C: 3.59666 -0.22928 0.88216
N: 4.14009 -0.23965 -0.43525
H: 3.57634 0.80468 1.23296
H: 3.92125 0.57218 -1.00821
H: 3.75037 -1.01361 -0.99953
C: -4.87959 0.49552 -0.16315
O: -4.73383 0.90155 -1.57229
H: -4.69657 1.37146 0.47745
H: -4.16469 -0.21735 0.33411
H: -5.85776 0.04349 0.06657
H: -4.85362 0.04258 -2.01778

Properties
- frontier orbital gap (eV) = 10.6
- total charge = 0
- HOMO (eV) = -9.737
- E_LUMO (eV) = 0.91

***

Run c
Below is a 2-piece molecular cluster, C2H8N2O overall, with properties calculated with the ωB97M-V functional and the def2-TZVPD basis.

CARTESIAN COORDINATES (ANGSTROEM)
C: 0.00493 1.94735 1.60498
N: -0.69432 1.86548 0.55443
H: -0.13286 2.71697 2.36460
H: 0.81090 1.22771 1.74262
H: -1.29205 2.69000 0.48290
N: 0.83120 -2.03321 -1.50199
C: 0.32739 -1.16860 -0.46939
O: -1.03424 -0.83827 -0.67233
H: 0.30263 -2.89746 -1.52393
H: 0.67141 -1.57118 -2.39117
H: 0.43983 -1.67620 0.49629
H: 0.95938 -0.27794 -0.44535
H: -1.19419 0.01535 -0.24166

Properties
- frontier orbital gap (eV) = 10.4
- total charge = 0
- HOMO (eV) = -9.487
- E_LUMO (eV) = 0.90

***

So which one wins? Going from most stable to least: run c, run b, run a.

***

Run a
Below is the molecule C5H4Br2S, with properties calculated with the ωB97M-V functional and the def2-TZVPD basis.

CARTESIAN COORDINATES (ANGSTROEM)
C: 0.07186 0.63777 -0.19878
C: 1.18670 -0.27225 -0.01157
C: 1.11183 -1.63579 -0.01917
S: 2.73955 -2.33171 -0.04760
C: 3.49748 -0.75742 -0.11170
Br: 5.25648 -0.54642 -0.00872
C: 2.58565 0.22007 0.02280
Br: 2.88036 2.08980 0.09913
H: 0.14204 0.92152 -1.19836
H: -0.86909 0.23973 -0.04878
H: 0.18065 1.48558 0.39233
H: 0.44099 -2.42908 -0.32416

Properties
- frontier orbital gap (eV) = 9.5
- total charge = 0
- HOMO (eV) = -8.863
- E_LUMO (eV) = 0.61

***

Run b
Below is a 2-piece molecular cluster, C5H4Br2S overall, with properties calculated with the ωB97M-V functional and the def2-TZVPD basis.

CARTESIAN COORDINATES (ANGSTROEM)
C: -1.07589 -0.03324 -0.34609
C: 0.12712 -0.24884 0.41425
C: -0.84122 -0.08761 -1.70441
C: 1.22428 -0.25352 -0.40462
C: 3.84491 0.06992 0.70872
S: 0.91550 -0.36408 -2.06143
Br: 4.19527 1.55892 -0.44248
Br: 4.55668 -1.62171 0.44110
H: -2.11576 0.03442 0.09056
H: 0.17687 -0.05195 1.49881
H: -1.43847 -0.29300 -2.54295
H: 3.10351 0.17412 1.59588

Properties
- frontier orbital gap (spin up / spin down) (eV) = 8.7 / 7.3
- total charge = 0
- HOMO (spin up / spin down) (eV) = -9.109 / -8.331
- E_LUMO (spin up / spin down) (eV) = -0.40 / -1.01

***

So which one wins? Going from most stable to least: run a, run b.

***

Run a
Below is a 2-piece molecular cluster, C2H10NO overall, with properties calculated with the ωB97M-V functional and the def2-TZVPD basis.

CARTESIAN COORDINATES (ANGSTROEM)
N: -1.21581 0.42937 1.89301
H: -2.07072 0.58262 1.35093
H: -0.48458 0.12793 1.14893
H: -1.51870 -0.34971 2.67517
H: -0.90804 1.13968 2.46585
C: 0.05093 -0.28163 -0.88250
O: 0.38594 -0.98295 0.35145
C: 1.27636 0.30937 -1.66689
H: -0.45870 0.65929 -0.71302
H: -0.75700 -1.00298 -1.41479
H: 0.87398 -1.86403 0.09360
H: 1.02070 1.29142 -1.99694
H: 1.68283 -0.57453 -2.26879
H: 2.12280 0.51615 -1.03602

Properties
- frontier orbital gap (eV) = 11.1
- total charge = +1
- HOMO (eV) = -15.019
- E_LUMO (eV) = -3.94

***

Run b
Below is a 2-piece molecular cluster, C2H10NO overall, with properties calculated with the ωB97M-V functional and the def2-TZVPD basis.

CARTESIAN COORDINATES (ANGSTROEM)
N: -1.54575 -0.38815 1.84140
H: -1.51446 0.05134 2.76537
H: -0.68254 -0.06196 1.31013
H: -2.41376 -0.18134 1.35364
H: -1.46798 -1.38616 2.03832
C: 0.38107 0.61976 -0.64354
O: 0.73789 -0.08551 0.58650
C: 1.10307 0.07949 -1.84800
H: 0.56735 1.67817 -0.47000
H: -0.66569 0.48173 -0.80267
H: 1.59923 -0.49552 0.42763
H: 1.47087 -0.92113 -1.65773
H: 1.95698 0.66061 -2.18391
H: 0.47371 -0.05134 -2.71713

Properties
- frontier orbital gap (eV) = 11.4
- total charge = +1
- HOMO (eV) = -15.208
- E_LUMO (eV) = -3.77

***

So which one wins? Going from most stable to least: run b, run a.

***

Run a
Below is a 2-piece molecular cluster, C2H10NO overall, with properties calculated with the ωB97M-V functional and the def2-TZVPD basis.

CARTESIAN COORDINATES (ANGSTROEM)
C: -0.26803 -1.19080 0.71750
C: 0.76536 -0.41887 -0.08286
N: 1.11520 0.88111 0.62941
H: -0.99511 -1.82280 0.22048
H: 0.20835 -1.80506 1.49067
H: -0.89141 -0.55471 1.35965
H: 1.66699 -0.99263 -0.23925
H: 0.29740 -0.11860 -1.00327
H: 0.94760 1.61159 -0.05480
H: 2.06215 1.01799 0.97258
H: 0.47979 1.08058 1.41445
H: -1.37788 0.39511 -2.29104
H: -2.47055 1.02779 -1.63790
O: -1.53985 0.88932 -1.49562

Properties
- frontier orbital gap (eV) = 12.3
- total charge = +1
- HOMO (eV) = -15.821
- E_LUMO (eV) = -3.55

***

Run b
Below is a 2-piece molecular cluster, C2H10NO overall, with properties calculated with the ωB97M-V functional and the def2-TZVPD basis.

CARTESIAN COORDINATES (ANGSTROEM)
C: -1.66899 -0.18599 1.69972
O: -0.65983 -0.57532 0.67791
H: -0.05133 -1.15472 1.13995
H: -1.88618 0.86857 1.62475
H: -2.62672 -0.59078 1.42656
H: -1.15041 -0.47871 2.61283
C: 1.79169 0.07734 -0.82812
N: 0.51429 0.59850 -1.46903
H: 0.54666 1.62146 -1.58121
H: 0.29339 0.20155 -2.37188
H: -0.27026 0.36750 -0.79093
H: 2.67349 0.46041 -1.35450
H: 1.78342 -0.99039 -0.62929
H: 2.03100 0.77351 0.00756

Properties
- frontier orbital gap (eV) = 11.5
- total charge = +1
- HOMO (eV) = -15.031
- E_LUMO (eV) = -3.50

***

So which one wins? Going from most stable to least: run a, run b.

***

Run a
Below is the molecule C5H6N2O3S, with properties calculated with the ωB97M-V functional and the def2-TZVPD basis.

CARTESIAN COORDINATES (ANGSTROEM)
C: -1.72394 -0.14195 1.18918
C: -0.77406 0.49318 0.49995
C: -0.44844 -1.71692 0.12063
C: 1.96729 0.97128 -0.75748
C: 1.23775 -0.09136 -0.86760
N: -1.60219 -1.47973 0.98472
N: 0.03932 -0.45861 -0.10610
O: 0.90680 -3.40353 1.30109
O: -0.15941 -4.28691 -0.65487
O: 1.67322 -2.77966 -0.99093
S: 0.66179 -3.25954 -0.12285
H: -2.54777 0.27601 1.81838
H: -0.60886 1.54368 0.33686
H: 3.03818 1.00206 -1.20551
H: 1.62813 1.70097 -0.01944
H: 1.53108 -0.75228 -1.57445
H: -2.34695 -2.14709 1.01602

Properties
- frontier orbital gap (eV) = 9.5
- total charge = 0
- HOMO (eV) = -9.686
- E_LUMO (eV) = -0.15

***

Run b
Below is the molecule C5H6N2O3S, with properties calculated with the ωB97M-V functional and the def2-TZVPD basis.

CARTESIAN COORDINATES (ANGSTROEM)
C: 0.37378 -1.90750 -1.95562
S: 0.28463 -2.20602 -0.15969
O: -0.92716 -2.79643 0.23642
O: 1.49439 -2.66461 0.43197
N: 0.07362 -0.57002 0.50182
N: -0.94027 -0.30105 1.23315
C: -1.01165 0.78446 1.94160
C: -0.04608 1.83365 1.90007
C: 1.08144 1.64916 1.15022
C: 1.31401 0.47485 0.37128
O: 2.28524 0.19859 -0.29134
H: 0.31338 -0.79533 -2.10125
H: 1.46697 -2.32837 -2.26625
H: -0.54060 -2.40286 -2.27518
H: -1.97637 0.71938 2.53859
H: -0.03951 2.66837 2.62593
H: 1.86140 2.46694 1.04178

Properties
- frontier orbital gap (eV) = 8.9
- total charge = 0
- HOMO (eV) = -9.244
- E_LUMO (eV) = -0.36

***

So which one wins? Going from most stable to least: run a, run b.

***

Run a
Below is the molecule C5H6N2O3S, with properties calculated with the ωB97M-V functional and the def2-TZVPD basis.

CARTESIAN COORDINATES (ANGSTROEM)
C: -2.17705 1.23120 0.96008
S: -1.87515 -0.24744 -0.00455
O: -2.29687 -1.39258 0.71779
O: -2.20792 0.09618 -1.38041
N: -0.13946 -0.40021 -0.03100
N: 0.40272 -1.58593 0.24285
C: 1.68287 -1.74098 0.10049
C: 2.57741 -0.72750 -0.36993
C: 2.03774 0.47362 -0.72215
C: 0.58202 0.70619 -0.55179
O: 0.04893 1.80634 -0.64920
H: -1.29473 1.23044 1.47291
H: -2.29249 2.10876 0.32476
H: -3.08528 1.12378 1.51373
H: 1.97504 -2.69713 0.34209
H: 3.48113 -1.25389 -0.66556
H: 2.58108 1.26913 -1.30011

Properties
- frontier orbital gap (eV) = 9.2
- total charge = 0
- HOMO (eV) = -9.688
- E_LUMO (eV) = -0.51

***

Run b
Below is the molecule C5H6N2O3S, with properties calculated with the ωB97M-V functional and the def2-TZVPD basis.

CARTESIAN COORDINATES (ANGSTROEM)
C: 2.11675 1.28291 0.68582
C: 1.41869 0.75665 -0.50561
O: 1.63082 1.02093 -1.63655
N: 0.50047 -0.22590 -0.11877
C: -0.81054 -0.16858 -0.35956
N: -1.67194 -1.20586 -0.17880
C: -3.01360 -0.97348 -0.46622
O: -3.87490 -1.75917 -0.16294
C: -3.14126 0.53394 -0.73607
S: -4.05752 1.22936 0.75514
O: -1.69577 0.85886 -0.60913
H: 2.96303 1.85787 0.46480
H: 2.41348 0.33176 1.21932
H: 1.42018 2.05039 1.03159
H: -1.36899 -2.09775 0.10872
H: -3.43704 0.81330 -1.73651
H: -2.97687 1.95485 1.13800

Properties
- frontier orbital gap (eV) = 9.8
- total charge = 0
- HOMO (eV) = -9.742
- E_LUMO (eV) = 0.08

***

So which one wins? Going from most stable to least: run b, run a.